The following is a quantum chemistry calculation of a molecular structure, C21H15AuFN5O2S2 at a distorted geometry, from the OMol25 dataset.

The geometry in XYZ format:
```
47
C21H15AuFN5O2S2, DFT wB97M-V/def2-TZVPD
Au -1.2090 -1.0023 -0.4013
O 2.3658 3.5467 -0.3330
C 3.2382 2.5428 -0.5243
C 4.6025 2.8392 -0.4576
C 5.5463 1.8363 -0.6012
C 5.1486 0.5211 -0.8205
C 3.7939 0.2354 -0.9182
C 2.8258 1.2231 -0.7837
C 1.3784 0.8064 -0.9429
O 1.1154 -0.2806 -1.4566
N 0.5059 1.7239 -0.4782
N -0.8024 1.2756 -0.3717
C -1.6670 2.2055 -0.3267
S -3.3831 1.9012 -0.0449
C -3.6941 3.5894 0.5002
C -2.9150 4.5047 -0.4260
S -1.2052 3.9078 -0.4607
H 1.4583 3.1076 -0.3039
H 4.8940 3.8661 -0.2704
H 6.6005 2.0827 -0.5314
H 5.8819 -0.2707 -0.9101
H 3.4409 -0.7736 -1.0971
H -3.3628 3.7119 1.5323
H -4.7705 3.7547 0.4425
H -2.9048 5.5390 -0.0774
H -3.3331 4.4645 -1.4324
N -3.6519 -0.9770 -1.2979
C -4.7130 -1.1587 -0.8755
C -6.0311 -1.3574 -0.3874
C -6.8315 -2.4163 -0.8808
N -7.4973 -3.2774 -1.2767
C -6.5803 -0.4559 0.5578
N -7.0420 0.2753 1.3289
F 4.3803 -3.7522 2.0646
C 3.0975 -3.5710 1.6178
C 2.8019 -3.8172 0.2964
C 1.4950 -3.6353 -0.1446
C 0.4675 -3.2088 0.7065
C -0.9200 -3.0161 0.2193
C 0.8297 -2.9736 2.0398
C 2.1286 -3.1483 2.5012
H 3.5855 -4.1406 -0.3783
H 1.2618 -3.8018 -1.1905
H -1.6618 -3.2198 0.9925
H -1.1269 -3.6338 -0.6571
H 0.0674 -2.6185 2.7253
H 2.3913 -2.9541 3.5341
```

Calculated values
M in g mol⁻¹: 649.48
Total charge: -2
DFT total energy in Ha: -2265.47764
Multiplicity: 1
ΔE to the lowest compared entry with this formula, charge and spin in kcal/mol: 10.2

Atomic partial charges in e from the natural (NBO) method, atoms 1 to 5:
1. Au 0.554
2. O -0.732
3. C 0.420
4. C -0.325
5. C -0.206



The following is a quantum chemistry calculation of a molecular structure, C18H26Cl3O7Sr, from the OMol25 dataset.

The geometry in XYZ format:
```
55
C18H26Cl3O7Sr, DFT wB97M-V/def2-TZVPD
Sr -0.2040 -0.0810 -0.2928
C -2.2447 -1.7058 2.1276
C -2.0821 -2.6041 0.9236
O -0.7652 -2.4853 0.3867
C 0.2697 -3.2752 0.9662
C 1.4565 -2.3978 1.3079
O 1.7829 -1.6420 0.1456
C 2.9241 -0.8008 0.2853
C 3.1638 -0.1237 -1.0486
O 1.9514 0.4685 -1.5079
C 1.9830 1.8221 -1.9625
C 1.8123 2.7762 -0.8050
O 0.5879 2.4394 -0.1515
C 0.3813 3.1056 1.0895
C 1.0025 2.3141 2.2259
O 0.4902 0.9787 2.2585
C -0.4380 0.6762 3.3048
C -1.8483 0.5772 2.7561
O -1.8917 -0.3887 1.7124
H -1.5943 -2.0336 2.9481
H -3.2810 -1.7279 2.4758
H -2.7525 -2.2778 0.1269
H -2.3195 -3.6382 1.1794
H 0.5697 -4.0308 0.2376
H -0.0736 -3.7852 1.8697
H 2.2928 -3.0380 1.6049
H 1.2266 -1.7184 2.1398
H 3.8115 -1.3856 0.5463
H 2.7473 -0.0639 1.0804
H 3.4848 -0.8617 -1.7862
H 3.9552 0.6217 -0.9378
H 1.1392 1.9196 -2.6468
H 2.9017 2.0404 -2.5096
H 1.7712 3.8059 -1.1709
H 2.6518 2.6900 -0.1049
H -0.6986 3.1839 1.2245
H 0.7978 4.1162 1.0619
H 0.8253 2.8241 3.1750
H 2.0834 2.2395 2.0854
H -0.3919 1.4265 4.0966
H -0.1366 -0.2828 3.7328
H -2.1590 1.5268 2.3172
H -2.5498 0.3207 3.5541
Cl -6.8724 0.3448 -4.1163
C -5.2436 0.1382 -3.5586
C -4.7613 0.9400 -2.5427
C -3.4606 0.7504 -2.1148
Cl -2.8329 1.7600 -0.8252
C -2.5813 -0.2082 -2.6501
O -1.3691 -0.3591 -2.2203
C -3.1400 -0.9960 -3.6836
Cl -2.1301 -2.2154 -4.3842
C -4.4338 -0.8330 -4.1313
H -5.3884 1.6979 -2.0947
H -4.8164 -1.4600 -4.9244
```

Calculated values
M in g mol⁻¹: 548.38
Total charge: +1
DFT total energy in Ha: -2639.32849
Multiplicity: 1
ΔE to the lowest compared entry with this formula, charge and spin in kcal/mol: 7.6

Atomic partial charges in e from the natural (NBO) method, atoms 1 to 5:
1. Sr 1.804
2. C -0.095
3. C -0.091
4. O -0.594
5. C -0.087



The following is a quantum chemistry calculation of 12 unconnected molecules or ions with the total composition C33H95N7O18 at a distorted geometry, from the OMol25 dataset.

The geometry in XYZ format:
```
153
C33H95N7O18, DFT wB97M-V/def2-TZVPD
C -4.0638 -3.8763 -1.6539
O -5.3070 -3.3752 -1.3106
C -5.6076 -2.1422 -1.9598
C -4.8360 -0.9306 -1.4120
C -4.8981 -0.8007 0.1831
N -5.4175 0.3515 -1.9523
H -3.2112 -3.4058 -1.1641
H -3.8181 -3.7907 -2.7123
H -4.1055 -4.9136 -1.3213
H -5.3787 -2.2246 -3.0224
H -6.6644 -1.9396 -1.7858
H -3.8028 -1.0021 -1.7519
H -4.2809 -1.5850 0.6213
H -5.9239 -1.0353 0.4673
H -4.6982 0.1119 0.7446
H -4.9884 1.1543 -1.5145
H -6.4041 0.4396 -1.7554
C 0.4934 -3.4052 0.8871
O 0.8597 -4.6091 0.1588
C 2.1469 -5.1054 0.3212
C 3.3119 -4.0905 0.5094
C 3.4423 -3.0840 -0.6331
N 4.6248 -4.6891 0.6224
H 0.7201 -2.4764 0.3635
H 0.9215 -3.2004 1.8684
H -0.5659 -3.4975 1.1269
H 2.1005 -5.7679 1.1855
H 2.3277 -5.7113 -0.5667
H 3.1866 -3.6250 1.4870
H 3.9460 -3.5116 -1.5000
H 4.1288 -2.3175 -0.2735
H 2.5258 -2.5873 -0.9517
H 4.7361 -5.1718 -0.2578
H 4.4483 -5.4352 1.2799
C -2.0254 2.8194 -1.7163
O -0.7025 2.6342 -2.2100
C -0.4293 2.6787 -3.6329
C 1.0217 2.4139 -3.8844
C 1.8129 3.5979 -3.2689
N 1.2506 2.3061 -5.3641
H -1.9544 2.8274 -0.6286
H -2.6097 1.9502 -2.0184
H -2.6195 3.6718 -2.0458
H -1.1070 1.9461 -4.0712
H -0.7496 3.6662 -3.9652
H 1.4007 1.5846 -3.2872
H 2.8819 3.3878 -3.2343
H 1.5670 3.6363 -2.2077
H 1.4946 4.5113 -3.7715
H 0.5944 1.6620 -5.7818
H 0.8902 3.1274 -5.8285
C 0.5213 -1.1715 -2.9061
O 0.8291 -0.6679 -1.6002
C -0.3420 -0.2888 -0.8996
C 0.0054 0.3568 0.4222
C -1.2092 0.5796 1.3201
N 0.5678 1.6667 0.1155
H 0.0508 -0.4227 -3.5433
H -0.0876 -2.0736 -2.8468
H 1.4166 -1.4210 -3.4755
H -0.9387 0.4364 -1.4528
H -0.9567 -1.1216 -0.5582
H 0.7787 -0.2498 0.8934
H -0.8248 1.0614 2.2192
H -1.7097 -0.3469 1.6014
H -1.9198 1.1715 0.7432
H 1.3502 1.4238 -0.4751
H -0.0862 2.0619 -0.5450
C -3.2004 -4.3563 2.1838
O -2.4123 -3.2355 2.8135
C -3.0182 -2.2749 3.5956
C -3.6514 -2.9429 4.9556
C -4.2935 -1.8109 5.9106
N -2.6972 -3.5591 5.8622
H -4.2462 -4.4448 2.4780
H -2.7872 -5.3476 1.9971
H -3.3546 -3.9214 1.1963
H -2.2669 -1.5206 3.8294
H -3.7798 -1.7919 2.9834
H -4.4144 -3.6493 4.6287
H -5.0657 -1.2139 5.4255
H -3.4885 -1.1362 6.2017
H -4.6423 -2.3319 6.8023
H -1.8214 -3.0664 5.7602
H -2.9603 -3.6081 6.8361
N 4.1355 2.7345 1.1971
C 3.7489 2.7231 2.4439
N 2.7893 1.8960 2.6012
O 4.2489 3.4065 3.3500
H 4.4323 3.6489 0.8875
H 3.9054 1.9911 0.5533
H 2.4813 1.5929 3.5141
H 2.4770 1.4093 1.7732
O -1.1773 -5.8413 -1.5964
C -0.9256 -5.2580 -2.8645
C 0.1022 -6.0080 -3.7279
O -0.3323 -7.3318 -3.8523
H -0.6579 -5.3981 -0.9214
H -1.8328 -5.3861 -3.4550
H -0.7797 -4.1890 -2.7098
H 1.0653 -5.9369 -3.2225
H 0.2107 -5.3797 -4.6119
H -0.9794 -7.5785 -3.1874
O -4.1731 5.7224 2.8808
C -2.8926 5.9670 3.4284
C -2.5076 4.7626 4.3296
O -2.3883 3.5723 3.5213
H -4.8762 6.2508 3.2656
H -2.0813 6.0886 2.7107
H -2.9452 6.8121 4.1148
H -3.4131 4.6366 4.9231
H -1.6389 4.9395 4.9638
H -1.5798 3.5945 3.0042
O 1.9836 4.1977 4.9459
C 1.6461 3.3718 6.0271
C 0.4439 2.4584 5.7489
O 0.6010 1.7706 4.4737
H 2.6569 3.7350 4.4418
H 2.5715 2.8162 6.1789
H 1.4885 4.0343 6.8782
H -0.4904 3.0090 5.8586
H 0.4333 1.6128 6.4366
H 0.6098 2.3901 3.7403
O 5.1326 -1.6178 -6.8011
C 4.7130 -1.2004 -5.5441
C 3.4457 -0.4317 -5.5312
O 3.5935 0.9093 -5.9519
H 5.0958 -0.8568 -7.3852
H 4.5962 -2.1228 -4.9753
H 5.5415 -0.6482 -5.1005
H 3.0494 -0.3675 -4.5179
H 2.7452 -0.9174 -6.2105
H 2.7413 1.3484 -5.9022
O 3.1985 0.6457 -1.0190
C 4.0627 0.7693 -2.1587
C 5.3757 1.4402 -1.7291
O 6.3710 1.1706 -2.7002
H 2.5089 0.0154 -1.2400
H 4.2122 -0.2621 -2.4779
H 3.6030 1.1871 -3.0543
H 5.5630 1.0367 -0.7340
H 5.1524 2.4944 -1.5652
H 6.2779 1.9169 -3.2968
O 1.2499 6.6491 0.1906
C 0.4738 5.5341 0.4191
C 0.7162 4.7918 1.7858
O -0.1394 3.6826 1.9940
H 2.0525 6.3880 -0.2670
H -0.5844 5.7947 0.3967
H 0.5700 4.7594 -0.3416
H 0.5053 5.5701 2.5191
H 1.7502 4.4942 1.9600
H 0.0566 3.0352 1.3128
```

Calculated values
M in g mol⁻¹: 878.15
Structure (SMILES): COC[C@H](C)N.COC[C@H](C)N.COC[C@H](C)N.COC[C@H](C)N.COC[C@H](C)N.NC(N)=O.OCCO.OCCO.OCCO.OCCO.OCCO.OCCO
Total charge: 0
DFT total energy in Ha: -3051.65859
Multiplicity: 1
ΔE to the lowest compared entry with this formula, charge and spin in kcal/mol: 80.6

Atomic partial charges in e from the Mulliken method, atoms 1 to 5:
1. C -0.486
2. O -0.412
3. C -1.122
4. C 1.085
5. C -0.966



The following is a quantum chemistry calculation of a molecular structure, C47H59Cl5N7O3Rb at a distorted geometry, from the OMol25 dataset.

The geometry in XYZ format:
```
122
C47H59Cl5N7O3Rb, DFT wB97M-V/def2-TZVPD
Rb -0.1550 -1.0985 0.2622
C -2.4454 5.1243 -3.2082
C -2.9832 3.6882 -3.1757
C -1.8830 2.6892 -2.9892
C -1.2075 1.9907 -3.9436
C -1.3872 2.0427 -5.4286
C -0.3520 2.9595 -6.0909
C -0.2205 1.1827 -3.2262
N -0.3385 1.3695 -1.8997
C -1.3031 2.2821 -1.7064
C -1.6868 2.8026 -0.4635
C -1.1569 2.4919 0.7896
C -1.6198 3.0598 2.0613
C -2.6585 4.1292 2.2009
C -2.0397 5.5202 2.0176
C -0.8963 2.4443 3.0314
C 0.0134 1.5261 2.3373
C 0.9307 0.6882 2.9778
C 1.9082 -0.1044 2.3754
N 2.1884 -0.1147 1.0638
C 3.1181 -1.0598 0.8543
C 3.5810 -1.4713 -0.3957
C 3.0767 -1.1237 -1.6535
N 1.9593 -0.4096 -1.8720
C 1.7988 -0.2962 -3.2030
C 0.7589 0.3942 -3.8346
C 2.8714 -1.0077 -3.9010
C 3.6701 -1.5292 -2.9279
C 4.9141 -2.3471 -3.0742
C 6.1778 -1.5068 -2.8555
C 3.0384 -1.0881 -5.3867
C 3.7285 0.1604 -5.9484
C 3.5341 -1.6522 2.1298
C 2.7641 -1.0633 3.0833
C 2.7298 -1.3351 4.5539
C 3.5091 -0.2873 5.3578
C 4.5998 -2.6864 2.3091
C 5.9930 -2.0466 2.3213
N -0.1795 1.5982 1.0137
C -0.9500 2.6274 4.5153
C 0.2657 3.4037 5.0341
H -3.2623 5.8462 -3.2903
H -1.7750 5.2565 -4.0581
H -1.8800 5.3308 -2.2995
H -3.5110 3.4831 -4.1135
H -3.7072 3.5975 -2.3599
H -2.3900 2.4071 -5.6718
H -1.2962 1.0362 -5.8472
H -0.4643 3.9816 -5.7286
H -0.4635 2.9640 -7.1783
H 0.6546 2.6260 -5.8412
H -2.4693 3.5560 -0.4853
H -3.1287 4.0684 3.1873
H -3.4418 3.9755 1.4536
H -1.2629 5.6886 2.7643
H -2.7908 6.3084 2.1165
H -1.5784 5.5953 1.0328
H 0.8442 0.6083 4.0554
H 4.4112 -2.1712 -0.3895
H 0.7425 0.3610 -4.9206
H 4.9497 -2.7961 -4.0718
H 4.8952 -3.1627 -2.3452
H 6.2324 -0.7074 -3.5956
H 7.0797 -2.1192 -2.9400
H 6.1564 -1.0496 -1.8668
H 2.0611 -1.1954 -5.8681
H 3.6311 -1.9704 -5.6474
H 3.1473 1.0500 -5.7069
H 3.8412 0.0956 -7.0341
H 4.7167 0.2797 -5.5037
H 3.1628 -2.3204 4.7506
H 1.6896 -1.3628 4.8864
H 4.5673 -0.3096 5.0909
H 3.4181 -0.4762 6.4304
H 3.1381 0.7148 5.1424
H 4.5450 -3.4223 1.5027
H 4.4400 -3.2170 3.2514
H 6.1583 -1.4944 1.3960
H 6.7752 -2.8027 2.4294
H 6.0781 -1.3419 3.1492
H -0.9764 1.6410 4.9881
H -1.8615 3.1624 4.7997
H 1.1848 2.8994 4.7399
H 0.2458 3.4914 6.1233
H 0.2884 4.4058 4.6039
Cl 0.8179 -3.6763 -1.9221
C -0.2222 -2.9167 -3.1292
Cl -1.4526 -1.9548 -2.3267
H -0.7010 -3.6949 -3.7168
H 0.3981 -2.2585 -3.7313
C -4.2252 0.5006 3.4088
C -3.5570 -0.6311 2.6299
O -2.3744 -0.4815 2.3282
C -4.3365 -1.7969 2.2795
C -5.6404 -1.9735 2.7776
C -6.4166 -3.0554 2.4492
C -5.8932 -4.0311 1.5789
C -4.6339 -3.9088 1.0738
C -3.7600 -2.8014 1.3969
O -2.6007 -2.7503 0.9318
H -3.5304 1.3380 3.4399
H -4.4453 0.1833 4.4296
H -5.1500 0.8133 2.9252
H -6.0399 -1.2473 3.4759
H -7.4117 -3.1678 2.8627
H -6.5009 -4.8965 1.3315
H -4.2207 -4.6691 0.4205
O -0.5497 -2.0177 3.8077
H -0.1779 -2.5910 3.1294
H -1.1778 -1.4628 3.3100
N -4.2828 0.8162 -0.6318
N -4.0778 0.4521 -2.0048
H -3.4829 1.3412 -0.2749
H -4.3022 -0.0525 -0.1057
H -3.1180 0.1535 -2.1638
H -4.2187 1.2867 -2.5589
Cl 1.2157 -7.4990 2.1197
C -0.1600 -6.1075 1.2974
Cl -0.3944 -6.6807 -0.3123
Cl -1.5485 -6.2166 2.3081
C 0.5437 -4.8801 1.3996
N 1.1656 -3.9239 1.5306
```

Calculated values
M in g mol⁻¹: 1032.77
Total charge: -2
DFT total energy in Ha: -4760.44030
Multiplicity: 1

Atomic partial charges in e from the Mulliken method, atoms 1 to 5:
1. Rb 0.447
2. C -1.261
3. C -1.081
4. C 0.793
5. C 0.622



The following is a quantum chemistry calculation of 2 unconnected molecules or ions with the total composition C3H6FNO at a distorted geometry, from the OMol25 dataset.

The geometry in XYZ format:
```
12
C3H6FNO, DFT wB97M-V/def2-TZVPD
C -0.1879 0.3314 -0.2901
C 1.9161 -0.2853 0.4988
C -2.1237 -0.7384 -0.4826
N -0.2748 1.5581 -0.3491
O 0.6150 -0.6606 0.1017
F -2.7555 -0.3739 0.6565
H 1.8172 0.6276 1.1300
H 2.6316 0.2218 -0.2234
H 2.4418 -1.0618 1.1031
H -1.7482 -1.6528 -0.3450
H -2.6370 -0.3108 -1.2776
H 0.3054 2.3447 -0.5224
```

Calculated values
M in g mol⁻¹: 91.08
Total charge: 0
DFT total energy in Ha: -347.50104
Multiplicity: 3
ΔE to the lowest compared entry with this formula, charge and spin in kcal/mol: 87.4

Atomic partial charges in e from the natural (NBO) method, atoms 1 to 5:
1. C 0.593
2. C -0.297
3. C 0.075
4. N -0.733
5. O -0.516